No. 1
14 unconnected molecules or ions with the total composition C42H42F14O42 at a distorted geometry. Source: the Open Molecules 2025 dataset; level of theory: wB97M-V/def2-TZVPD.

Calculated values
Charge: 0
Kohn-Sham gap (eV): 11.4
E_tot (a.u.): -6184.10946
Lowest unoccupied orbital energy (eV): 0.15
Energy relative to the best compared isomer or geometry (same formula, charge and spin) (eV): 0.000

Positions of all 140 atoms, in Å:
C1 -0.6639 5.4873 -7.1035
C2 -0.2957 4.8464 -5.7711
O1 -1.4177 4.9244 -5.0318
C3 -2.3783 5.7172 -5.7269
O2 -3.5237 5.8047 -5.3366
O3 -1.8288 6.2680 -6.7854
F1 0.6573 5.6115 -5.0914
H1 -0.9125 4.7558 -7.8618
H2 0.0968 6.2172 -7.3981
H3 0.0823 3.8078 -5.7310
C4 -3.0072 2.3151 -3.5498
C5 -2.0278 1.5719 -4.5037
O4 -2.4039 0.2553 -4.4060
C6 -3.2840 0.0534 -3.4303
O5 -3.5955 -1.0227 -2.9921
O6 -3.7035 1.2237 -2.8968
F2 -0.7521 1.7814 -4.0043
H4 -3.7806 2.8840 -4.0851
H5 -2.4482 2.8816 -2.8264
H6 -2.0742 1.8612 -5.5299
C7 -0.9813 -2.0925 3.8686
C8 -2.1460 -2.5441 4.7462
O7 -3.1817 -1.6558 4.4420
C9 -2.6952 -0.6017 3.7643
O8 -3.2947 0.4317 3.5830
O9 -1.4298 -0.8072 3.3519
F3 -1.8310 -2.3075 6.0557
H7 -0.7764 -2.7630 3.0137
H8 -0.0535 -1.9041 4.4411
H9 -2.5681 -3.4918 4.6530
C10 -4.1998 0.9423 0.1365
C11 -5.4214 1.8474 0.3075
O10 -4.8150 3.0585 0.5712
C12 -3.4527 3.0726 0.4375
O11 -2.7359 4.0478 0.4793
O12 -3.0855 1.8044 0.0654
F4 -6.1682 1.4331 1.3706
H10 -4.1361 0.4266 -0.7868
H11 -4.0913 0.2107 0.9776
H12 -6.0541 2.0124 -0.6034
C13 4.2342 -0.3755 -1.8630
C14 5.3395 0.6075 -1.9515
O13 5.4621 0.8501 -3.3345
C15 4.9719 -0.2429 -3.9923
O14 4.9861 -0.4727 -5.1495
O15 4.3963 -1.0664 -3.1249
F5 6.5658 0.0975 -1.4446
H13 3.2301 0.0378 -1.7237
H14 4.5142 -1.1427 -1.1320
H15 5.1797 1.5676 -1.4581
C16 0.9959 4.1881 -1.4980
C17 1.6771 4.8282 -0.3201
O16 1.4509 3.8830 0.7178
C18 0.5512 2.9865 0.3116
O17 0.1527 2.0967 1.0476
O18 0.1454 3.2202 -0.9287
F6 1.0131 5.9697 0.0868
H16 1.7002 3.6616 -2.1767
H17 0.4485 4.9820 -2.0382
H18 2.7568 5.1079 -0.3144
C19 -4.9763 -3.9228 -0.5527
C20 -4.5897 -2.5146 -0.2009
O19 -3.5199 -2.6802 0.8486
C21 -3.5599 -3.9617 1.3000
O20 -2.9602 -4.3674 2.2128
O21 -4.3561 -4.6937 0.5412
F7 -5.5388 -1.7897 0.4512
H19 -4.5519 -4.2855 -1.5060
H20 -6.0507 -3.9945 -0.5078
H21 -4.2310 -1.8583 -0.9969
C22 3.8521 0.4118 2.7283
C23 4.4999 1.6533 3.2869
O22 4.2797 2.6745 2.4114
C24 3.8514 2.1172 1.2029
O23 3.7844 2.7587 0.2158
O24 3.5890 0.8442 1.2529
F8 5.8468 1.4689 3.4062
H22 2.9442 0.1031 3.2215
H23 4.5955 -0.3525 2.6250
H24 4.2247 1.8000 4.2779
C25 2.0170 -1.8452 7.1986
C26 1.2531 -0.7356 7.8503
O25 1.8957 0.4218 7.3875
C27 3.0132 0.0892 6.6921
O26 3.6803 0.8762 6.1588
O27 3.2279 -1.2107 6.7808
F9 1.4389 -0.6796 9.2209
H25 1.4243 -2.1468 6.2958
H26 2.1457 -2.7243 7.8022
H27 0.1494 -0.6621 7.6819
C28 1.5552 0.3671 -6.0535
C29 1.3801 -0.4768 -7.2739
O28 0.5817 0.2410 -8.1591
C30 0.3489 1.4677 -7.6381
O29 -0.2658 2.2953 -8.2798
O30 0.8602 1.5913 -6.4213
F10 0.6875 -1.6237 -6.9148
H28 2.5151 0.8283 -5.6584
H29 1.0377 -0.1246 -5.2092
H30 2.2217 -0.8479 -7.7856
C31 -0.5113 3.0708 4.4567
C32 0.8624 3.4274 3.9428
O31 1.5625 2.1781 3.9348
C33 0.8782 1.2317 4.5597
O32 1.1869 0.0388 4.7266
O33 -0.1715 1.8467 5.1177
F11 1.6128 4.2514 4.7760
H31 -1.2092 2.8369 3.6831
H32 -0.9466 3.6868 5.2160
H33 0.9557 3.9031 2.9401
C34 -0.8711 -6.2905 2.7893
C35 0.3281 -7.1223 3.3577
O34 0.7535 -6.3776 4.4148
C36 0.2742 -5.1373 4.4424
O35 0.5386 -4.2949 5.2406
O36 -0.6398 -4.9613 3.3812
F12 1.3593 -7.1240 2.4607
H34 -1.8057 -6.7749 3.1600
H35 -0.8681 -6.1525 1.6430
H36 0.1118 -8.2092 3.7142
C37 0.9994 -3.6024 -2.7801
C38 1.8492 -4.5232 -1.9541
O37 0.9344 -5.2059 -1.1663
C39 -0.0951 -4.3766 -0.8716
O38 -0.9672 -4.6758 -0.1180
O39 -0.0466 -3.3367 -1.7477
F13 2.6542 -3.8789 -1.1324
H37 0.5535 -4.0214 -3.6641
H38 1.5864 -2.6925 -2.9813
H39 2.4830 -5.2212 -2.4839
C40 -1.0357 -0.5052 0.0055
C41 0.3959 -0.7653 0.4429
O40 1.1998 -0.5319 -0.6688
C42 0.4012 -0.4417 -1.7939
O41 0.8279 -0.3153 -2.9140
O42 -0.8685 -0.3570 -1.4497
F14 0.5898 -2.0622 0.8685
H40 -1.5322 0.3172 0.5212
H41 -1.6344 -1.3770 0.1993
H42 0.6109 -0.1152 1.3109


No. 2
C2HClF2S in the gas phase at a distorted geometry. Source: the Open Molecules 2025 dataset; level of theory: wB97M-V/def2-TZVPD.

Calculated values
Charge: 0
Kohn-Sham gap (eV): 8.7
E_tot (a.u.): -1134.87797
Lowest unoccupied orbital energy (eV): -1.26
Energy relative to the best compared isomer or geometry (same formula, charge and spin) (eV): 0.447
SMILES: FC(F)C(=S)Cl

Positions of all 7 atoms, in Å:
F1 0.6980 1.1331 -1.0685
C1 -0.1549 0.7067 -0.1704
F2 0.1437 1.2469 1.2031
C2 0.0273 -0.8083 0.0577
S1 -1.2228 -1.8390 0.0717
Cl1 1.7314 -1.2551 0.1668
H1 -1.2227 0.8157 -0.2605


No. 3
2 unconnected molecules or ions with the total composition C9H14O at a distorted geometry. Source: the Open Molecules 2025 dataset; level of theory: wB97M-V/def2-TZVPD.

Calculated values
Charge: 0
Kohn-Sham gap (eV): 9.3
E_tot (a.u.): -426.56434
Lowest unoccupied orbital energy (eV): 0.85
Energy relative to the best compared isomer or geometry (same formula, charge and spin) (eV): 0.230
SMILES: Cc1ccc(O)cc1.CC

Positions of all 24 atoms, in Å:
C1 1.3198 2.5612 -0.7431
C2 0.1761 1.8357 -0.0523
C3 0.3908 1.0837 1.0787
C4 -0.6706 0.3976 1.6806
C5 -1.9298 0.5575 1.1762
O1 -3.0437 -0.0821 1.6901
C6 -2.1976 1.3850 0.0688
C7 -1.1248 1.9687 -0.5593
H1 1.5704 2.0629 -1.6805
H2 1.0436 3.5975 -0.9627
H3 2.1789 2.5907 -0.0852
H4 1.3640 1.1151 1.5645
H5 -0.4498 -0.0987 2.6267
H6 -2.8634 -0.4453 2.5773
H7 -3.2326 1.5533 -0.1620
H8 -1.3273 2.5558 -1.4480
C8 1.2354 -3.5359 -0.6056
C9 0.9611 -2.1205 -1.0999
H9 2.3023 -3.7633 -0.6314
H10 0.9478 -3.7001 0.4394
H11 0.6861 -4.2634 -1.2077
H12 1.3689 -1.3728 -0.4294
H13 1.3926 -1.9838 -2.0874
H14 -0.0983 -1.8988 -1.1477


No. 4
A molecular structure, C12H16BiCl2N2O2P at a distorted geometry. Source: the Open Molecules 2025 dataset; level of theory: wB97M-V/def2-TZVPD.

Calculated values
Charge: +2
Kohn-Sham gap (eV): 6.0
E_tot (a.u.): -2202.55228
Lowest unoccupied orbital energy (eV): -10.28
Energy relative to the best compared isomer or geometry (same formula, charge and spin) (eV): 0.146

Positions of all 36 atoms, in Å:
C1 0.6742 -4.0142 -1.5710
C2 0.4138 -2.6438 -1.0340
H1 -0.2830 -4.5110 -1.7435
H2 1.2482 -4.5851 -0.8234
H3 1.2328 -3.9373 -2.5312
O1 -0.6376 -2.0140 -1.0503
Cl1 1.9620 -2.0195 -0.5075
Bi1 0.0312 2.1869 0.2122
P1 0.1401 1.1660 -2.4332
C3 -1.4551 1.5350 -3.2027
C4 1.1843 2.4420 -3.2762
H4 1.5790 -0.5949 -3.3375
H5 0.5961 0.1930 -4.5988
H6 -0.1573 -0.9979 -3.5057
C5 0.5868 -0.1996 -3.5690
H7 2.2358 2.3155 -2.9531
H8 1.1194 2.2921 -4.3716
H9 -1.3140 1.6702 -4.2863
H10 -1.9029 2.4325 -2.7759
H11 0.8531 3.4544 -3.0008
H12 -2.1265 0.6849 -3.0467
C6 -2.2782 0.7790 0.0763
O2 -3.2575 0.2419 0.3069
Cl2 1.6415 4.0553 0.2161
N1 -0.0554 -0.3059 7.8517
C7 -0.1035 -0.2438 6.6807
C8 -0.1729 -0.1266 5.2323
C9 0.5007 -1.0069 4.3902
C10 0.4957 -0.7732 3.0107
N2 -0.1571 0.2896 2.4970
C11 -0.8844 1.0677 3.2849
C12 -0.8882 0.9283 4.6625
H13 1.0316 -1.8429 4.7887
H14 1.0214 -1.4301 2.3340
H15 -1.4436 1.8769 2.8049
H16 -1.4305 1.6353 5.2696


No. 5
A gas-phase ion, C8H13N2O (charge +1) at a distorted geometry. Source: the Open Molecules 2025 dataset; level of theory: wB97M-V/def2-TZVPD.

Calculated values
2S+1: 3
Charge: +1
Kohn-Sham gap (spin up / spin down) (eV): 7.8 / 7.0
E_tot (a.u.): -496.84419
Lowest unoccupied orbital energy (spin up / spin down) (eV): -2.51 / -6.37
Energy relative to the best compared isomer or geometry (same formula, charge and spin) (eV): 3.307

Positions of all 24 atoms, in Å:
C1 3.4547 0.6033 -0.2838
C2 2.5754 1.1063 0.7513
C3 3.0464 -0.5131 -1.0163
C4 1.3445 0.6589 0.8097
C5 1.9625 -1.3937 -0.5515
C6 -2.3811 0.4940 -1.2309
C7 -1.9104 1.6201 -0.2505
C8 -1.5232 0.2292 0.0172
N1 0.9513 -0.5341 0.1270
N2 -1.8921 -0.4195 1.1627
O1 -0.3374 -0.3656 -0.6484
H1 4.4190 1.1199 -0.4971
H2 2.9674 1.7373 1.4391
H3 3.6698 -0.9885 -1.8035
H4 0.3669 1.0246 1.3499
H5 1.4608 -1.8855 -1.3900
H6 2.3550 -2.1104 0.1552
H7 -3.4922 0.3784 -1.2205
H8 -1.8473 0.5099 -2.2355
H9 -1.0800 2.2137 -0.6747
H10 -2.4618 2.0652 0.6172
H11 -2.3877 0.2459 1.8074
H12 0.5729 -0.9571 0.8978
H13 -2.3756 -1.3321 1.2898


No. 6
A molecular structure, C4H5ClO2S at a distorted geometry. Source: the Open Molecules 2025 dataset; level of theory: wB97M-V/def2-TZVPD.

Calculated values
Charge: 0
Kohn-Sham gap (eV): 8.1
E_tot (a.u.): -1164.14411
Lowest unoccupied orbital energy (eV): -1.70
Energy relative to the best compared isomer or geometry (same formula, charge and spin) (eV): 3.745

Positions of all 13 atoms, in Å:
C1 0.6067 -0.8611 0.5988
C2 1.2578 -1.5013 -0.5781
C3 0.2143 0.6336 0.1179
C4 -1.1995 0.7031 -0.6212
H1 2.0619 -0.2067 1.6252
H2 -0.3688 -1.3574 0.7573
H3 2.3670 -1.7886 -0.5649
H4 -1.0031 0.1858 -1.5843
H5 -1.5236 2.0367 -0.5695
O1 1.4359 -1.0576 1.7090
O2 0.7448 -1.7027 -1.6071
S1 1.3524 1.9702 -0.1567
Cl1 -2.6996 -0.1268 0.2897


No. 7
2 unconnected molecules or ions with the total composition C5H13N3. Source: the Open Molecules 2025 dataset; level of theory: wB97M-V/def2-TZVPD.

Calculated values
Charge: 0
Kohn-Sham gap (spin up / spin down) (eV): 8.8 / 6.5
E_tot (a.u.): -362.34545
Lowest unoccupied orbital energy (spin up / spin down) (eV): 0.71 / -0.41
Energy relative to the best compared isomer or geometry (same formula, charge and spin) (eV): 6.444

Positions of all 21 atoms, in Å:
C1 1.0806 -0.2222 1.2531
C2 1.7063 -0.2147 -0.1289
C3 0.5478 -0.4597 -1.1107
C4 -1.4926 0.4909 -1.8464
C5 -2.4548 0.5081 -0.7570
N1 0.1709 -1.3080 1.4928
N2 -0.3256 0.0838 1.2520
N3 1.9246 0.2329 2.3203
H1 -0.2688 0.0073 -0.3239
H2 0.0791 -1.4911 2.4928
H3 2.4939 1.0191 2.0278
H4 1.3577 0.5343 3.1059
H5 2.1486 0.7707 -0.3081
H6 2.4969 -0.9619 -0.2341
H7 0.7962 -0.1064 -2.1062
H8 0.2717 -1.5114 -1.1496
H9 -1.4891 -0.3152 -2.5659
H10 -1.0292 1.4128 -2.1710
H11 -3.2088 -0.2752 -0.8346
H12 -2.9191 1.4860 -0.6107
H13 -1.8860 0.3199 0.2023